No. 1
{"formula": "C3H3CdFO2", "method": "the ωB97M-V functional and the def2-TZVPD basis", "total_charge": 1, "orbital_gap_ev": [8.515, 7.789], "spin_multiplicity": 2, "de_lowest_kj_mol": 0.0, "total_energy_ev": -14523.239, "s_squared": 0.760, "molar_mass_da": 202.47, "symbols": ["H", "F", "O", "O", "C", "C", "C", "H", "H", "Cd"], "xyz": [[0.17710, -1.55066, -0.23479], [-1.44207, 1.56541, -0.23752], [-0.32395, 0.25982, 1.25893], [1.11337, 0.25968, -0.36780], [-1.14346, 0.28622, 0.07273], [-0.10913, -0.37923, -0.83243], [0.78027, -0.33644, 0.78885], [-2.06188, -0.28256, 0.24738], [-0.16034, -0.28814, -1.91674], [3.17007, 0.46591, 1.22139]], "atomic_forces_ev_per_a": [[-1.63, 2.00, -2.06], [0.15, -0.54, -0.24], [0.03, -1.45, 0.17], [-0.61, 0.03, -1.07], [-0.22, 0.50, -0.09], [0.48, -1.47, 0.05], [1.69, 1.88, 2.73], [0.24, 0.09, 0.07], [-0.07, -0.75, 0.16], [-0.06, -0.28, 0.27]], "nbo_charge": [0.245, -0.295, -0.474, -0.575, 0.419, -0.139, 0.409, 0.209, 0.290, 0.911]}


No. 2
{"formula": "C23H45Cl3HoN2O6PSi", "method": "the ωB97M-V functional and the def2-TZVPD basis", "total_charge": 0, "orbital_gap_ev": [6.846, 3.530], "spin_multiplicity": 5, "total_energy_ev": -120379.381, "s_squared": 6.081, "molar_mass_da": 775.97, "symbols": ["C", "C", "H", "H", "H", "C", "C", "H", "H", "H", "H", "Ho", "Cl", "Cl", "H", "H", "C", "C", "N", "H", "C", "O", "H", "H", "H", "H", "H", "H", "C", "C", "N", "H", "C", "O", "H", "H", "H", "H", "O", "C", "C", "C", "H", "C", "H", "C", "H", "C", "C", "H", "H", "H", "Si", "Cl", "C", "C", "C", "H", "H", "H", "H", "H", "H", "H", "H", "H", "C", "O", "P", "O", "C", "O", "C", "H", "H", "H", "H", "H", "H", "H", "H", "H"], "xyz": [[-1.16103, 0.99856, -5.52699], [-1.62269, 1.61270, -4.21934], [-1.44330, 1.68160, -6.34712], [-1.59929, -0.01401, -5.72085], [-0.06338, 0.86257, -5.47379], [-2.68386, 2.51273, -4.17071], [-3.79684, 2.51254, -5.12482], [-2.78756, 3.18547, -3.31564], [-4.13674, 1.49381, -5.41482], [-3.54716, 3.04038, -6.06293], [-4.68692, 3.02066, -4.71871], [-0.13282, -2.03303, 0.71796], [1.52475, -0.24380, -0.34928], [-1.04289, -4.37092, 1.02987], [2.44254, -4.13916, 4.26604], [5.08786, -3.55681, 3.22309], [2.29186, -4.32207, 3.19785], [4.57100, -3.77537, 2.27929], [3.15923, -3.45717, 2.39317], [1.23547, -4.17436, 2.96621], [2.69519, -2.28447, 1.97169], [1.51223, -1.89672, 2.20319], [5.00211, -3.16369, 1.48670], [3.35008, -1.69367, 1.31197], [2.55019, -5.35633, 2.98107], [4.67443, -4.83383, 2.03309], [-3.02825, -0.71841, -2.49691], [-4.87937, 1.65005, -1.16133], [-3.73972, -1.09343, -1.75054], [-5.01275, 0.71844, -0.59957], [-3.82614, -0.12834, -0.66064], [-3.39751, -2.06173, -1.37234], [-2.90274, -0.04457, 0.28200], [-1.91912, -0.84576, 0.41477], [-5.26791, 0.98060, 0.43167], [-3.03245, 0.73942, 1.01437], [-4.73307, -1.17203, -2.19824], [-5.85758, 0.19308, -1.04903], [-1.38263, 0.67785, -3.13790], [-0.57347, 1.84001, -2.96284], [-1.90520, 2.83370, -1.06608], [-0.73937, 2.83340, -1.85331], [-2.61754, 2.00943, -1.23266], [-2.13606, 3.81366, -0.11015], [0.45614, 1.56815, -3.21561], [0.26774, 3.79424, -1.48900], [-3.06327, 3.76252, 0.46228], [-1.22803, 4.83532, 0.10632], [-0.02308, 4.80696, -0.57849], [1.27812, 3.72041, -1.92643], [-1.46999, 5.64053, 0.80808], [0.71885, 5.59582, -0.37201], [0.78065, -3.16939, -3.12919], [-0.66565, -1.88381, -1.79626], [-0.10161, -4.80722, -2.84632], [2.42734, -3.32449, -2.25661], [1.13289, -2.96789, -4.94088], [-0.91566, -4.73884, -2.10920], [0.62930, -5.54378, -2.47686], [-0.49991, -5.18856, -3.79846], [0.24795, -3.13972, -5.56314], [1.86866, -3.74950, -5.19805], [1.58903, -2.00415, -5.18286], [2.47298, -2.86444, -1.26959], [3.22057, -2.88450, -2.87060], [2.66726, -4.39077, -2.15532], [2.35150, 1.89326, 2.27386], [1.41250, 1.09521, 3.00503], [-0.04063, 0.74697, 2.35162], [-0.84532, 0.07511, 3.63225], [-0.17945, -0.81115, 4.55900], [-0.77045, 2.20455, 2.23991], [-1.35187, 2.89348, 3.34789], [1.86352, 2.68387, 1.68425], [2.93431, 1.26398, 1.59491], [3.01246, 2.35544, 3.01245], [-0.98962, -1.29336, 5.12784], [0.41409, -1.59558, 4.05026], [0.47587, -0.23674, 5.23662], [-0.71436, 2.84027, 4.23892], [-1.45283, 3.93962, 3.04130], [-2.34582, 2.48683, 3.56120]], "atomic_forces_ev_per_a": [[0.18, 0.07, -0.10], [3.16, -0.61, 1.42], [0.38, -0.44, 0.13], [0.11, 0.87, 0.34], [-0.54, 0.12, -0.26], [-1.75, 0.98, 0.83], [-1.05, -0.10, -0.90], [0.19, -0.33, -0.28], [0.34, 0.43, 0.09], [-0.09, -0.16, 0.12], [0.38, -0.08, -0.09], [0.60, 0.50, 0.71], [1.17, 0.55, -0.62], [-0.23, -1.10, 0.19], [0.04, 0.02, -0.04], [0.00, -0.16, -0.18], [0.22, -0.06, 0.08], [-0.19, 0.03, 0.14], [-0.35, 0.12, 0.29], [0.24, 0.10, -0.18], [-1.77, 0.44, -0.18], [2.66, -0.89, 0.60], [0.06, -0.10, 0.04], [-0.07, 0.01, 0.31], [0.01, -0.05, 0.00], [0.12, 0.12, 0.00], [-0.20, -0.23, 0.16], [0.06, -0.08, -0.01], [0.17, 0.04, -0.20], [-0.01, 0.43, -0.06], [-0.43, 0.03, 0.24], [-0.11, 0.20, -0.09], [1.99, -2.22, 0.40], [-3.82, 2.51, -0.62], [0.13, -0.13, -0.15], [-0.14, 0.39, 0.26], [0.18, -0.15, 0.08], [0.13, -0.03, 0.19], [-0.76, 0.91, 1.18], [0.16, -0.96, -1.89], [0.24, -0.43, -0.66], [0.10, 0.30, 1.00], [0.33, 0.66, 0.06], [-0.49, -0.24, 0.08], [-0.11, 0.47, 0.07], [-0.50, -0.90, -0.91], [0.21, 0.10, -0.05], [-0.36, 0.10, 0.06], [0.70, 0.21, 0.03], [-0.70, 0.15, 0.06], [0.22, -0.33, -0.25], [-0.31, -0.57, -0.16], [-0.81, -0.87, 2.04], [1.19, -1.36, -3.72], [-0.18, -0.12, -0.27], [0.33, 0.29, -0.06], [-0.32, 0.54, -0.30], [0.32, -0.02, -0.25], [-0.24, 0.21, -0.10], [-0.04, 0.02, 0.26], [0.15, 0.18, 0.07], [-0.22, 0.16, 0.31], [-0.11, -0.07, -0.08], [-0.05, 0.11, -0.05], [-0.05, 0.12, 0.17], [-0.19, 0.14, -0.05], [0.12, 0.03, -0.09], [-0.27, 0.32, 0.67], [-0.07, -0.57, -0.78], [0.76, 0.38, 0.36], [-0.18, -0.10, 0.16], [-0.26, -0.25, 0.43], [0.17, 0.24, -0.07], [0.01, -0.25, 0.19], [-0.17, 0.06, 0.06], [-0.12, -0.03, -0.09], [0.37, 0.21, -0.10], [-0.35, 0.57, 0.20], [-0.28, -0.25, -0.28], [-0.18, -0.04, -0.14], [0.01, -0.15, 0.10], [0.19, 0.01, 0.11]], "lowdin_spin": [0.003, 0.063, 0.001, -0.001, 0.001, 0.535, 0.100, 0.026, 0.016, 0.031, 0.003, 3.090, -0.010, -0.007, -0.001, -0.001, -0.001, -0.001, -0.013, 0.000, -0.018, -0.007, 0.000, -0.002, 0.000, 0.000, 0.001, 0.000, 0.000, 0.000, -0.003, 0.000, -0.005, -0.004, 0.000, 0.000, 0.000, 0.000, 0.107, 0.077, 0.010, 0.001, 0.001, -0.001, 0.004, 0.009, 0.000, 0.010, -0.001, 0.000, 0.001, 0.000, 0.000, 0.001, 0.000, -0.002, 0.000, 0.000, 0.000, 0.000, 0.000, 0.000, 0.000, -0.002, 0.000, 0.000, 0.000, -0.001, -0.004, -0.001, -0.001, -0.001, 0.000, 0.000, 0.000, 0.000, 0.000, -0.001, 0.000, 0.000, 0.000, 0.000]}